The following is a DFT calculation (ωB97M-V with the def2-TZVPD basis set) of a 2-piece molecular cluster, CH5BO3 overall.

Geometry as ORCA input:
```
! RIJCOSX wB97M-V def2-TZVPD def2/J DEFGRID3
* xyz 0 1
B 0.146 -1.625 -0.297
C -1.459 0.287 0.020
O 1.131 -2.273 -0.263
O 1.872 1.013 0.456
O -0.937 -1.021 -0.105
H -2.299 0.311 -0.518
H -0.734 1.018 -0.214
H -1.684 0.524 1.033
H 1.719 0.118 0.118
H 2.243 1.650 -0.229
*
```

Output
SMILES: COB=O.O
Relative energy (zero: lowest compared OMol25 entry of this formula, charge and spin) (eV): 2.243
Kohn-Sham gap (Eh): 0.43315
HOMO (eV): -11.45

Mulliken atomic charge list, values in e, 2 entries: B 0.38; C -0.62

The following is a DFT calculation (ωB97M-V with the def2-TZVPD basis set) of C23H23Br2EuN6OS2 as an isolated structure.

Geometry as ORCA input:
```
! RIJCOSX wB97M-V def2-TZVPD def2/J DEFGRID3
* xyz -1 8
Eu -0.279 0.326 -0.309
C -2.501 2.425 1.412
C -1.398 2.427 2.400
C -1.409 3.159 3.611
C -0.323 3.179 4.411
C 0.786 2.446 4.052
C 1.940 2.416 4.824
Br 2.083 3.514 6.424
C 2.977 1.639 4.438
C 2.914 0.904 3.231
Br 4.456 -0.160 2.857
C 1.817 0.883 2.376
O 1.640 0.272 1.241
C 0.763 1.731 2.835
N -0.327 1.718 2.045
H -3.420 2.810 1.798
H -2.723 1.411 1.071
H -2.205 3.017 0.546
H -2.302 3.701 3.911
H -0.309 3.751 5.334
H 3.873 1.601 5.012
S -1.333 1.809 -2.784
C -2.744 0.765 -2.756
S -3.115 -0.183 -1.344
C -3.521 0.594 -3.938
C -3.249 1.495 -5.003
N -2.948 2.179 -5.877
C -4.631 -0.257 -3.979
N -5.567 -0.931 -3.991
N -0.773 -1.550 1.457
C 0.111 -2.686 1.156
C -0.724 -3.882 0.739
C -1.697 -3.660 -0.394
C -1.043 -3.325 -1.761
N -0.384 -2.015 -1.909
H -0.379 -1.073 2.280
H -1.714 -1.867 1.744
H 0.682 -2.918 2.079
H 0.875 -2.424 0.390
H -1.320 -4.196 1.602
H -0.072 -4.718 0.514
H -2.437 -2.863 -0.245
H -2.221 -4.619 -0.573
H -1.806 -3.415 -2.546
H -0.259 -4.072 -1.949
H -1.005 -1.416 -2.440
H 0.441 -2.095 -2.484
C 4.092 0.403 -3.559
C 2.819 0.595 -4.105
C 1.749 0.506 -3.253
N 1.906 0.266 -1.918
C 3.138 0.169 -1.416
C 4.250 0.152 -2.198
H 4.949 0.436 -4.230
H 2.689 0.839 -5.131
H 0.764 0.594 -3.626
H 3.205 0.113 -0.326
H 5.220 0.082 -1.745
*
```

Output
Expectation value of S²: 15.76
Relative energy (zero: lowest compared OMol25 entry of this formula, charge and spin) (eV): 0.000
Kohn-Sham gap (spin up / spin down) (Eh): 0.22641 / 0.23645
HOMO (spin up / spin down) (eV): -4.13 / -4.40

Mulliken atomic charge list, values in e, 2 entries: Eu 1.12; C -1.30

The following is a DFT calculation (ωB97M-V with the def2-TZVPD basis set) of C34H33CdF3N3P3S3 as an isolated structure.

Geometry as ORCA input:
```
! RIJCOSX wB97M-V def2-TZVPD def2/J DEFGRID3
* xyz 0 1
Cd -0.916 -0.156 -0.249
F -6.595 0.322 -0.399
C -6.045 1.541 -0.251
F -5.757 1.701 1.052
F -7.021 2.439 -0.530
C -4.860 1.744 -1.152
C -4.988 2.589 -2.238
C -3.918 2.756 -3.107
C -2.758 2.061 -2.830
N -2.605 1.261 -1.780
C -3.639 1.055 -0.938
S -3.390 -0.077 0.331
H -5.923 3.105 -2.403
H -3.992 3.402 -3.970
H -1.901 2.123 -3.494
C 3.829 1.722 -1.421
P 2.666 0.863 -0.262
C 3.951 -0.148 0.576
C 2.356 2.206 0.943
C 3.254 2.467 1.975
C 3.017 3.464 2.905
C 1.863 4.221 2.811
C 0.962 3.986 1.785
C 1.176 2.983 0.839
P -0.143 2.608 -0.400
C -1.218 4.089 -0.193
C 0.625 3.104 -2.003
H 4.647 2.181 -0.865
H 3.322 2.485 -2.006
H 4.228 0.969 -2.103
H 4.833 0.441 0.831
H 4.250 -0.922 -0.132
H 3.550 -0.641 1.458
H 4.151 1.868 2.070
H 3.727 3.648 3.701
H 1.656 4.993 3.541
H 0.065 4.589 1.741
H -1.779 4.051 0.741
H -1.932 4.097 -1.017
H -0.623 5.002 -0.234
H 1.349 3.901 -1.841
H -0.166 3.461 -2.662
H 1.098 2.243 -2.472
S -0.226 -1.597 -2.361
P 0.244 -2.990 -0.997
S 0.138 -2.383 0.909
C -0.807 -4.472 -1.199
C -0.410 -5.529 -2.013
C -1.221 -6.647 -2.135
C -2.428 -6.710 -1.453
C -2.832 -5.649 -0.655
C -2.023 -4.531 -0.528
C 1.918 -3.643 -1.338
C 2.473 -4.535 -0.423
C 3.730 -5.070 -0.651
C 4.437 -4.717 -1.795
C 3.884 -3.832 -2.707
C 2.625 -3.291 -2.479
H 0.530 -5.485 -2.547
H -0.908 -7.469 -2.766
H -3.054 -7.589 -1.544
H -3.778 -5.690 -0.131
H -2.322 -3.702 0.102
H 1.909 -4.801 0.464
H 4.162 -5.763 0.059
H 5.420 -5.133 -1.971
H 4.431 -3.562 -3.601
H 2.184 -2.598 -3.186
N -0.843 2.696 7.241
C -0.796 2.285 6.169
C -0.738 1.773 4.832
C -1.660 2.186 3.874
C -1.557 1.657 2.600
N -0.621 0.780 2.246
C 0.247 0.380 3.170
C 0.239 0.852 4.471
H -2.441 2.890 4.122
H -2.266 1.934 1.828
H 0.985 -0.349 2.854
H 0.967 0.507 5.192
*
```

Output
Kohn-Sham gap (Eh): 0.27587
HOMO (eV): -7.89

Mulliken atomic charge list, values in e, 2 entries: Cd 2.08; F -0.24